A structure of composition C17H19Br28N2O4S2 at a distorted geometry, computed with the ωB97M-V functional and the def2-TZVPD basis.

Properties
frontier orbital gap	7.190	eV
calculated total energy	-73938.3911	hartree
LUMO	1.02	eV

ORCA input file:
```
! RIJCOSX wB97M-V def2-TZVPD def2/J DEFGRID3
* xyz -1 1
H 5.915 0.633 0.737
H -5.550 6.284 0.683
O 3.187 -2.950 -1.628
S 2.432 -2.022 -0.808
O 1.816 -0.908 -1.503
H -2.895 1.594 0.192
H 5.664 -1.444 -0.379
C 7.403 -4.189 0.646
C 9.125 2.811 0.291
C -2.919 -0.437 -0.557
Br 1.313 4.117 4.749
Br -8.012 0.630 -0.909
Br 7.324 -2.493 1.558
Br -4.372 6.686 7.264
H -3.878 -0.357 -1.047
Br 7.351 -7.197 -3.265
Br -3.214 3.784 6.679
C -2.156 -1.607 -0.598
Br -6.935 0.211 -4.819
C 4.816 -0.775 -0.519
Br 4.540 -8.581 -3.806
H 8.618 2.479 -0.605
Br -4.149 -1.678 -3.279
C -0.169 2.963 4.349
C -1.111 0.536 0.728
C -2.361 0.658 0.118
S 0.054 -3.137 -0.088
C -7.546 2.081 0.259
Br -7.000 5.323 2.434
N -0.381 -0.583 0.698
Br -3.863 5.774 2.409
H 3.925 -2.035 1.024
H -2.486 -2.495 -1.108
H -8.634 -1.370 -5.650
C -0.898 -1.609 0.037
H -0.867 3.050 5.168
O -0.141 -3.555 -1.459
O -0.463 -3.999 0.946
Br 10.958 3.175 -0.172
Br 8.695 -4.153 -0.777
Br -8.032 1.696 2.083
Br 8.998 1.388 1.576
Br -5.683 2.532 0.094
Br 0.353 1.124 4.205
Br -1.088 3.543 2.759
Br 5.666 -4.723 0.020
Br -5.823 8.265 2.133
Br -1.545 6.358 5.836
C -4.423 -2.805 -4.809
C 5.437 -7.031 -3.093
C 3.619 -1.296 0.292
Br 8.228 4.396 0.902
C -8.558 -0.808 -4.732
C -3.298 5.612 6.084
H 7.742 -4.920 1.365
H 3.120 -0.481 0.808
C -5.561 6.398 1.757
H 4.338 1.197 0.203
N 1.526 -2.719 0.291
H -8.117 2.944 -0.047
H -3.788 5.610 5.121
Br -4.895 -4.595 -4.285
Br -2.903 -2.781 -5.979
Br -10.111 0.323 -4.623
Br 4.787 -5.406 -3.856
H -0.702 1.382 1.256
Br -8.502 -2.080 -3.292
Br 6.015 1.644 -1.535
H -5.261 -2.403 -5.359
C 5.211 0.626 -0.086
H 5.222 -6.999 -2.035
H 4.567 -0.758 -1.575
*
```